Record 1
Formula: C2H5N5
Source: OMol25
Level of theory: ωB97M-V with the def2-TZVPD basis set

Output
Electronic energy = -9599.894 eV
HOMO level = -9.80 eV
Kohn-Sham gap = 0.3485 Eh
LUMO = -0.31 eV
ΔE to the lowest compared entry with this formula, charge and spin = 6.127 eV
Maximum force = 4.718 eV Å⁻¹

Last column: natural (NBO) charge in e.
Positions of all 12 atoms, in Å:
C (-0.4385, -1.2671, -0.2844)  -0.48
C (-0.3608, 1.1778, 0.2002)  0.47
H (-1.1135, -0.9454, 0.8979)  0.21
H (0.4737, -2.2454, -0.1400)  0.25
H (-1.1785, -1.4027, -1.2203)  0.22
H (2.3055, -0.2927, -0.4862)  0.39
H (-2.2542, 0.6517, -0.1234)  0.37
N (0.2396, 0.0599, -0.5916)  -0.33
N (1.4645, -0.1514, 0.1619)  -0.29
N (1.7449, 1.1206, 0.5999)  0.05
N (0.6942, 1.8592, 0.7384)  -0.22
N (-1.5768, 1.4353, 0.2475)  -0.64

Record 2
Formula: C44H58F6NO3PbSSe
Source: OMol25
Level of theory: ωB97M-V with the def2-TZVPD basis set

Output
Electronic energy = -151939.531 eV
HOMO level = -4.02 eV
Kohn-Sham gap = 0.2258 Eh
LUMO = 2.12 eV
ΔE to the lowest compared entry with this formula, charge and spin = 0.000 eV
Maximum force = 2.427 eV Å⁻¹
Charge = -1

Last column: Mulliken charge in e.
Positions of all 115 atoms, in Å:
Pb (10.8878, 9.3359, 11.3960)  1.32
C (14.0532, 11.2570, 18.6624)  -2.12
C (14.1524, 11.8988, 17.3035)  2.24
C (15.6205, 12.3739, 16.9984)  -1.70
C (13.2332, 13.1515, 17.3290)  -1.67
C (13.7034, 10.9489, 16.2279)  -0.39
C (13.7769, 11.3934, 14.8898)  -0.32
C (13.1208, 10.6691, 13.9010)  0.22
Se (13.0439, 11.5602, 12.2266)  -0.17
C (14.7007, 10.8758, 11.5528)  -0.59
C (15.8167, 11.6709, 11.6382)  0.11
C (17.0164, 11.2949, 11.0479)  -0.31
C (17.1147, 9.9455, 10.6182)  -0.24
C (16.0529, 9.0498, 10.6133)  -0.46
C (14.7052, 9.6121, 10.9178)  0.61
O (13.6091, 9.0761, 10.5308)  0.39
C (16.1994, 7.6027, 10.1998)  2.38
C (17.6480, 7.1801, 9.8817)  -2.35
C (15.6693, 6.6590, 11.3155)  -1.58
C (15.3483, 7.3140, 8.9395)  -1.58
C (18.2389, 12.2461, 10.8523)  2.11
C (18.4816, 12.5027, 9.3534)  -1.65
C (19.5073, 11.5968, 11.4304)  -1.66
C (17.9763, 13.5564, 11.6169)  -1.97
C (12.5398, 9.3805, 14.2382)  0.45
O (11.5966, 8.8205, 13.4897)  -1.01
C (12.8274, 8.7592, 15.5043)  -0.72
C (13.2769, 9.6142, 16.5192)  -0.11
C (12.5563, 7.3032, 15.8069)  2.28
C (13.5908, 6.7979, 16.8807)  -1.97
C (11.1483, 7.1571, 16.4373)  -0.95
C (12.7381, 6.3843, 14.5883)  -1.59
H (14.3420, 11.9804, 19.4573)  0.43
H (13.0622, 10.8661, 18.8970)  0.37
H (14.7620, 10.4020, 18.6689)  0.39
H (16.0716, 12.8543, 17.8826)  0.42
H (16.2042, 11.5301, 16.6409)  0.36
H (15.6968, 13.0946, 16.2007)  0.38
H (13.5769, 13.7861, 18.1758)  0.44
H (13.2721, 13.8000, 16.4566)  0.31
H (12.2146, 12.8777, 17.5742)  0.37
H (14.3170, 12.2914, 14.6253)  0.34
H (15.6972, 12.6730, 12.0418)  0.31
H (18.0837, 9.6342, 10.2455)  0.08
H (18.2971, 7.1931, 10.7653)  0.41
H (17.6951, 6.1645, 9.4931)  0.42
H (18.0498, 7.8794, 9.1187)  0.41
H (16.1568, 6.8119, 12.2934)  0.33
H (14.5697, 6.7596, 11.4911)  0.05
H (15.8229, 5.6265, 11.0441)  0.56
H (15.8220, 7.8181, 8.0840)  0.39
H (15.3008, 6.2423, 8.6785)  0.45
H (14.3512, 7.7701, 9.0399)  -0.03
H (18.7565, 11.6477, 8.8047)  0.34
H (17.5614, 12.9001, 8.8835)  0.31
H (19.2962, 13.2297, 9.2023)  0.44
H (19.8283, 10.7189, 10.8579)  0.33
H (20.3390, 12.3054, 11.4798)  0.45
H (19.2836, 11.1976, 12.4386)  0.33
H (17.1867, 14.1271, 11.1018)  0.35
H (17.6373, 13.4817, 12.6492)  0.36
H (18.8970, 14.1949, 11.5991)  0.37
H (13.2667, 9.2591, 17.5525)  0.16
H (13.3279, 7.1881, 17.8504)  0.38
H (13.6282, 5.7085, 16.9034)  0.49
H (14.5761, 7.1647, 16.6071)  0.36
H (10.9791, 7.9843, 17.1891)  0.20
H (10.3466, 7.1884, 15.6905)  -0.40
H (11.0367, 6.1900, 16.9632)  0.45
H (13.7236, 6.5496, 14.1532)  0.39
H (12.6916, 5.3428, 14.9047)  0.49
H (11.9647, 6.5803, 13.8320)  -0.03
C (11.6208, 9.1186, 6.8797)  -1.24
C (10.4247, 8.4714, 7.4317)  1.05
C (10.5818, 7.4697, 8.3941)  -0.12
C (9.5260, 6.9739, 9.1217)  0.37
C (9.6876, 5.7951, 10.0631)  -1.17
C (8.2935, 7.5597, 8.9255)  0.00
C (8.0716, 8.5625, 7.9789)  0.47
C (6.7233, 9.2464, 7.9521)  -1.73
C (9.1584, 8.9522, 7.1748)  -0.56
H (11.6812, 8.9545, 5.7986)  0.41
H (12.4824, 8.5906, 7.2841)  0.08
H (11.6334, 10.1793, 7.1004)  0.24
H (11.5771, 7.0662, 8.5981)  0.23
H (10.1455, 4.9358, 9.5327)  0.48
H (8.7322, 5.4092, 10.4172)  0.34
H (10.3627, 6.0905, 10.9167)  -0.12
H (7.4166, 7.2734, 9.6063)  0.02
H (6.0221, 8.5965, 7.4466)  0.44
H (6.8353, 10.1947, 7.4117)  0.32
H (6.4368, 9.4817, 8.9617)  0.35
H (8.9725, 9.7456, 6.4537)  0.35
S (7.6959, 7.1572, 14.7585)  -0.23
C (7.3403, 8.7786, 14.2576)  -0.23
C (7.8800, 8.9760, 13.0292)  -0.74
N (8.4912, 7.9075, 12.4293)  0.23
C (8.5444, 6.8992, 13.2911)  -0.34
H (6.7944, 9.4972, 14.8801)  0.43
H (7.8549, 9.8813, 12.4658)  0.37
H (8.9881, 5.9401, 13.0780)  0.39
C (9.3395, 13.3900, 12.1920)  -1.52
C (9.1247, 12.4165, 11.0331)  0.73
O (9.4125, 11.0869, 11.2314)  -0.58
C (10.0500, 12.8452, 9.7736)  0.44
F (10.1587, 11.8168, 8.9278)  -0.14
F (9.6141, 13.9251, 9.0997)  -0.30
F (11.3635, 13.1764, 10.2155)  -0.29
C (7.5832, 12.5680, 10.6368)  0.52
F (7.2921, 12.0234, 9.4552)  -0.22
F (7.1189, 13.8751, 10.6167)  -0.31
F (6.8565, 11.9379, 11.6601)  -0.25
H (10.3104, 13.1793, 12.6680)  0.14
H (8.4649, 13.3348, 12.8769)  0.37
H (9.3740, 14.4052, 11.7302)  0.39

Record 3
Formula: C35H42Cl3HfNO3SSi
Source: OMol25
Level of theory: ωB97M-V with the def2-TZVPD basis set

Output
Electronic energy = -102200.913 eV
HOMO level = -7.62 eV
Kohn-Sham gap = 0.2493 Eh
LUMO = -0.84 eV
ΔE to the lowest compared entry with this formula, charge and spin = 1.867 eV
Maximum force = 1.097 eV Å⁻¹

Last column: Mulliken charge in e.
Positions of all 87 atoms, in Å:
Hf (-0.1181, 0.0574, 0.1476)  -0.35
C (2.4529, -0.7100, -2.1618)  -1.65
C (3.0650, -0.5724, -0.8100)  1.25
C (4.4726, -0.5965, -0.7262)  -0.99
C (5.0740, -0.4335, 0.4739)  -1.02
C (4.2932, -0.2824, 1.6339)  1.46
C (4.8953, -0.1084, 2.9069)  -0.99
C (4.1117, 0.0298, 4.0032)  -0.83
C (2.7025, -0.0124, 3.8694)  -0.43
C (2.0949, -0.1903, 2.6598)  0.57
S (0.3476, -0.3527, 2.6191)  -0.49
C (2.8965, -0.3143, 1.5030)  -0.96
N (2.2911, -0.4320, 0.2543)  -0.06
H (3.2111, -0.7920, -2.9374)  0.52
H (1.8641, 0.1736, -2.4038)  0.16
H (1.8246, -1.6015, -2.1959)  0.36
H (5.0450, -0.7187, -1.6367)  0.44
H (6.1565, -0.4147, 0.5548)  0.42
H (5.9766, -0.0832, 2.9807)  0.40
H (4.5529, 0.1680, 4.9831)  0.40
H (2.0772, 0.0829, 4.7501)  0.51
Cl (-5.3186, -0.8511, -5.2215)  -0.22
C (-4.3422, -0.5357, -3.8145)  0.26
C (-2.9756, -0.7275, -3.8828)  -1.02
C (-2.2411, -0.4678, -2.7450)  0.76
Cl (-0.4991, -0.6927, -2.7691)  -0.26
C (-2.7910, -0.0190, -1.5539)  -0.77
O (-2.0406, 0.2256, -0.4914)  0.96
C (-4.1712, 0.1502, -1.5287)  0.46
Cl (-4.9250, 0.6717, -0.0599)  -0.18
C (-4.9459, -0.0983, -2.6484)  -0.63
H (-2.4997, -1.0740, -4.7919)  0.49
H (-6.0180, 0.0421, -2.6028)  0.47
C (0.4974, 3.3763, 2.7924)  -1.97
C (-0.5445, 3.5479, 1.6775)  2.85
C (-0.9898, 5.0206, 1.7143)  -1.74
C (-1.7660, 2.7004, 2.0772)  -1.83
Si (0.1198, 2.9276, -0.0439)  -0.40
C (-1.0651, 3.6535, -1.4248)  3.23
C (-0.8532, 5.1360, -1.7862)  -1.89
C (-2.5483, 3.5093, -1.0421)  -2.14
C (-0.9006, 2.8520, -2.7265)  -2.08
C (1.9082, 3.6753, -0.3332)  2.92
C (2.0749, 5.1731, -0.0043)  -1.81
C (2.3351, 3.4904, -1.7937)  -1.90
C (2.9719, 2.9440, 0.4975)  -1.89
H (0.0113, 3.5777, 3.7605)  0.60
H (1.3256, 4.0790, 2.7003)  0.27
H (0.9113, 2.3666, 2.8479)  0.18
H (-1.2805, 5.2669, 2.7479)  0.56
H (-1.8572, 5.2273, 1.0887)  0.32
H (-0.2045, 5.7205, 1.4273)  0.27
H (-2.1639, 3.0551, 3.0420)  0.62
H (-1.5015, 1.6481, 2.2457)  0.20
H (-2.5782, 2.7374, 1.3501)  0.25
H (-0.9211, 5.8138, -0.9354)  0.30
H (-1.6404, 5.4337, -2.4976)  0.54
H (0.1011, 5.3220, -2.2816)  0.32
H (-2.8518, 4.2016, -0.2555)  0.36
H (-2.8221, 2.5039, -0.7156)  -0.14
H (-3.1591, 3.7490, -1.9268)  0.66
H (0.0689, 2.9923, -3.2037)  0.31
H (-1.6692, 3.1649, -3.4525)  0.54
H (-1.0350, 1.7803, -2.5647)  0.45
H (1.3611, 5.8274, -0.5048)  0.27
H (3.0833, 5.4894, -0.3202)  0.58
H (2.0080, 5.3725, 1.0656)  0.31
H (1.8034, 4.1450, -2.4838)  0.40
H (2.1947, 2.4610, -2.1468)  -0.02
H (3.4080, 3.7248, -1.8887)  0.52
H (2.7764, 2.9436, 1.5717)  0.25
H (3.9491, 3.4309, 0.3411)  0.62
H (3.0800, 1.9126, 0.1742)  0.29
O (-0.4323, -4.1579, 0.1721)  -0.67
C (-0.8543, -3.0749, 0.4610)  0.01
O (-0.3230, -1.9322, -0.0152)  -0.18
C (-2.0245, -2.9043, 1.3906)  0.77
C (-2.6862, -4.0665, 1.7757)  -0.78
C (-3.7715, -4.0031, 2.6378)  -0.57
C (-4.2038, -2.7766, 3.1316)  -0.52
C (-3.5490, -1.6097, 2.7614)  -1.43
C (-2.4740, -1.6891, 1.8933)  1.72
H (-2.3293, -5.0114, 1.3855)  0.48
H (-4.2802, -4.9146, 2.9272)  0.41
H (-5.0510, -2.7284, 3.8055)  0.40
H (-3.8737, -0.6465, 3.1353)  0.46
H (-2.0248, -0.7409, 1.6259)  -0.34

Record 4
Formula: C4H33N2O13
Source: OMol25
Level of theory: ωB97M-V with the def2-TZVPD basis set

Output
Electronic energy = -34277.686 eV
HOMO level = -13.42 eV
Kohn-Sham gap = 0.4056 Eh
LUMO = -2.38 eV
ΔE to the lowest compared entry with this formula, charge and spin = 1.371 eV
Maximum force = 2.258 eV Å⁻¹
Charge = +1

Last column: natural (NBO) charge in e.
Positions of all 52 atoms, in Å:
C (-0.4165, -0.3190, 0.1229)  -0.12
O (0.1621, -0.2715, 1.4261)  -0.79
C (-0.1279, 0.9516, -0.7204)  -0.04
C (-0.8302, 0.9975, -2.0998)  -0.55
C (-2.2687, 0.5499, -1.8674)  0.70
N (-2.9408, -0.0192, -2.8720)  -0.78
O (-2.8383, 0.7664, -0.7908)  -0.70
N (1.3715, 0.9557, -0.9573)  -0.70
H (-0.0799, -1.2333, -0.3664)  0.19
H (-1.4923, -0.3670, 0.2776)  0.23
H (-0.5041, 0.0815, 2.0581)  0.52
H (-0.3220, 1.8550, -0.1550)  0.23
H (-1.0624, 1.9692, -2.5470)  0.29
H (-0.4182, 0.3058, -2.8416)  0.25
H (-3.9117, -0.2760, -2.8246)  0.42
H (-2.5184, -0.0804, -3.7842)  0.40
H (1.8008, 1.8638, -0.7611)  0.44
H (1.4884, 0.7740, -1.9625)  0.47
H (1.8250, 0.3276, -0.2798)  0.47
H (2.9958, -3.7335, 1.1614)  0.49
H (1.5552, -3.1212, 1.2249)  0.51
O (2.5135, -2.9065, 1.0493)  -1.01
H (-3.5983, 3.8446, 0.2121)  0.50
H (-2.6451, 2.7219, -0.1693)  0.49
O (-2.6743, 3.5907, 0.2885)  -0.98
H (2.9448, -2.0891, -0.9363)  0.50
H (3.5742, -0.7422, -0.8697)  0.50
O (2.9714, -1.2881, -1.4858)  -1.06
H (0.7973, 4.3322, -1.7905)  0.50
H (-0.4597, 3.9233, -0.8533)  0.50
O (0.1763, 3.6382, -1.5232)  -1.00
H (2.8037, -1.5575, 2.0427)  0.52
H (2.2357, -0.2334, 2.6075)  0.49
O (3.0752, -0.6881, 2.4404)  -0.95
H (-0.5768, -3.4837, 1.1833)  0.51
H (-0.1039, -2.2490, 2.0085)  0.49
O (0.0442, -3.1976, 1.8807)  -0.97
H (-2.2172, 3.0017, 3.3406)  0.51
H (-2.3488, 2.4932, 1.7664)  0.52
O (-2.1488, 2.2947, 2.7023)  -1.00
H (2.3963, -1.2365, -3.2146)  0.51
H (0.9064, -1.4536, -3.2025)  0.46
O (1.5751, -0.8960, -3.6104)  -0.97
H (-2.6038, -2.5624, 1.0252)  0.49
H (-2.7678, -4.0880, 0.7450)  0.49
O (-2.2915, -3.2877, 0.4753)  -0.96
H (-1.8952, -0.4082, 4.1545)  0.49
H (-2.1412, 0.7103, 3.0960)  0.51
O (-1.8877, -0.2527, 3.2057)  -1.01
H (5.0182, 0.3015, 0.4275)  0.50
H (3.7616, -0.2507, 1.2527)  0.50
O (4.0985, 0.0419, 0.3102)  -1.03

Record 5
Formula: C23H39AlN2O3
Source: OMol25
Level of theory: ωB97M-V with the def2-TZVPD basis set

Output
2S+1 = 2
Electronic energy = -40202.261 eV
HOMO level (alpha / beta) = -5.13 / -5.13 eV
Kohn-Sham gap (alpha / beta) = 0.2734 / 0.2616 Eh
LUMO (alpha / beta) = 2.31 / 1.99 eV
ΔE to the lowest compared entry with this formula, charge and spin = 0.000 eV
Maximum force = 3.779 eV Å⁻¹
Charge = -1

Last column: Mulliken spin population.
Positions of all 68 atoms, in Å:
C (-4.2479, 4.4146, 4.5482)  0.00
O (-2.9750, 4.8716, 4.9983)  0.00
C (-1.9556, 3.8707, 4.7709)  0.00
C (-0.6514, 4.3885, 5.4897)  0.00
C (0.3771, 3.2174, 5.8137)  0.00
C (1.2470, 2.7990, 4.5717)  0.00
C (1.5695, 1.2540, 4.4787)  0.00
C (0.1921, 0.4566, 4.4434)  0.00
Al (0.2011, -1.2483, 3.3297)  0.00
N (-0.9161, -2.5365, 4.2987)  0.00
C (-1.8444, -1.9059, 4.7554)  0.00
O (-2.8613, -1.2869, 4.8428)  0.00
C (-0.8743, -0.8121, 1.6148)  0.00
C (-2.1985, -1.4165, 1.4244)  0.00
C (-3.0166, -1.1057, 0.2485)  0.00
C (-2.5244, -0.1716, -0.7636)  0.00
C (-1.1951, 0.4059, -0.5769)  0.00
C (-0.3398, 0.1260, 0.5877)  0.00
H (-4.7412, 3.8123, 5.3699)  0.00
H (-4.9318, 5.2908, 4.3520)  0.00
H (-4.2035, 3.8372, 3.5782)  0.00
H (-1.7543, 3.8909, 3.6587)  0.00
H (-2.2605, 2.8411, 5.0957)  0.00
H (-0.1910, 5.1989, 4.8699)  0.00
H (-0.9894, 4.8145, 6.4807)  0.00
H (1.0494, 3.5975, 6.6393)  0.00
H (-0.2295, 2.3915, 6.2639)  0.00
H (2.2395, 3.3430, 4.6017)  0.00
H (0.7109, 3.0926, 3.6270)  0.00
H (2.1262, 0.9337, 5.4024)  0.00
H (2.1589, 1.0443, 3.5384)  0.00
H (-0.5781, 1.1721, 4.0130)  0.00
H (-0.1549, 0.2447, 5.4974)  0.00
H (1.6502, -1.8261, 3.0147)  0.00
H (-2.6307, -2.1297, 2.1695)  0.00
H (-4.0276, -1.5693, 0.1724)  0.00
H (-3.1917, 0.0520, -1.6342)  0.00
H (-0.8227, 1.1123, -1.3620)  0.00
H (0.6610, 0.6072, 0.6834)  0.00
C (-0.3238, -3.2035, -4.7766)  0.01
C (0.3976, -2.1499, -3.8882)  0.04
C (0.1811, -0.7292, -4.4427)  0.02
C (1.0033, -0.4273, -5.6891)  -0.02
C (2.4797, -0.7043, -5.4270)  0.02
C (2.7323, -2.1314, -4.9125)  0.03
N (1.8464, -2.4993, -3.7627)  0.32
O (2.3194, -1.8890, -2.6829)  0.61
C (2.5432, -3.1175, -6.0870)  0.02
C (4.2251, -2.2732, -4.5565)  -0.01
C (-0.3584, -2.2253, -2.5440)  -0.02
H (-0.9467, -2.7328, -5.5423)  0.00
H (0.3507, -3.8944, -5.2762)  -0.01
H (-0.9763, -3.8509, -4.1871)  0.00
H (0.4384, 0.0100, -3.6759)  0.00
H (-0.8792, -0.5716, -4.6652)  0.00
H (0.6398, -1.0149, -6.5378)  0.00
H (0.8736, 0.6230, -5.9662)  0.00
H (3.0468, -0.5321, -6.3476)  0.00
H (2.8516, 0.0274, -4.7009)  0.01
H (2.5926, -4.1531, -5.7429)  -0.01
H (3.3324, -2.9897, -6.8323)  0.00
H (1.6071, -2.9727, -6.6266)  0.00
H (4.5533, -1.5399, -3.8183)  0.00
H (4.8490, -2.1202, -5.4408)  0.00
H (4.4425, -3.2717, -4.1685)  0.00
H (-0.2131, -3.1962, -2.0624)  -0.01
H (-1.4311, -2.0933, -2.7036)  0.00
H (-0.0529, -1.4499, -1.8439)  0.01

> Which value of maximum force does entry 4 give?

2.258 eV Å⁻¹

> Number 2 is which compound?

C44H58F6NO3PbSSe

> Number 1 is which compound?

C2H5N5

> maximum force of number 4 (C4H33N2O13)?

2.258 eV Å⁻¹